[1]
{
  "formula": "C27H58BrNO24SSi2",
  "method": "ωB97M-V/def2-TZVPD",
  "species": ["C", "C", "O", "N", "C", "C", "C", "C", "Si", "C", "C", "C", "S", "O", "O", "O", "O", "Si", "O", "Br", "H", "H", "H", "H", "H", "H", "H", "H", "H", "H", "H", "H", "H", "H", "H", "H", "H", "H", "H", "H", "H", "H", "C", "O", "C", "O", "O", "C", "H", "H", "H", "H", "H", "H", "C", "O", "C", "O", "O", "C", "H", "H", "H", "H", "H", "H", "C", "O", "C", "O", "O", "C", "H", "H", "H", "H", "H", "H", "C", "O", "C", "O", "O", "C", "H", "H", "H", "H", "H", "H", "C", "O", "C", "O", "O", "C", "H", "H", "H", "H", "H", "H", "C", "O", "C", "O", "O", "C", "H", "H", "H", "H", "H", "H"],
  "positions_angstrom": [[0.64427, 3.02710, 5.83326], [1.04123, 1.43062, 5.70172], [0.90031, 0.63241, 6.78377], [1.52815, 0.86243, 4.38699], [0.95080, -0.50491, 4.09184], [2.10857, -1.65699, 4.45168], [2.23390, -2.77032, 3.21301], [3.45173, -2.31850, 2.17519], [2.75043, -1.54876, 0.51166], [2.41289, 0.37581, 0.71486], [1.50897, 0.87838, -0.58400], [0.25530, 1.85652, -0.18577], [-1.05703, 1.07173, 0.89533], [-1.04487, -0.47482, 0.92938], [-0.94773, 1.55240, 2.37954], [-2.63763, 1.56086, 0.36143], [1.22774, -2.28314, 0.03249], [1.41371, -3.96088, -0.45326], [-0.02905, -4.42228, -1.41123], [3.29442, -4.34798, -1.71803], [0.15173, 3.42950, 4.82925], [1.61457, 3.64932, 6.06869], [-0.07703, 3.17481, 6.76658], [1.34349, 1.55731, 3.63031], [0.64452, -0.67615, 2.96865], [-0.02253, -0.69723, 4.73586], [3.13865, -1.07962, 4.62117], [1.84549, -2.17250, 5.48020], [1.22757, -2.84483, 2.58098], [2.47249, -3.80547, 3.73267], [4.16191, -3.20542, 1.88012], [4.06967, -1.44916, 2.67506], [3.80263, -1.63439, -0.52713], [3.47382, 0.92247, 0.74407], [1.89175, 0.64155, 1.72895], [2.25352, 1.54420, -1.23738], [1.21627, -0.03048, -1.28458], [-0.27613, 2.18426, -1.19460], [0.67534, 2.79153, 0.41470], [-3.29357, 0.87998, 0.73740], [1.36008, -4.77597, 0.78144], [0.23459, -4.52088, -2.38976], [3.65439, 1.24565, -5.57376], [5.05907, 1.48163, -5.50066], [5.45853, 2.13051, -4.37788], [4.73304, 2.50730, -3.47086], [6.80498, 2.28760, -4.43902], [7.36902, 2.96026, -3.31499], [3.44803, 0.72180, -6.51105], [3.32610, 0.61026, -4.74482], [3.10380, 2.19179, -5.57970], [7.18919, 2.39339, -2.39576], [6.96684, 3.97500, -3.23054], [8.44910, 3.03026, -3.47000], [-5.09139, -8.14193, -3.57157], [-4.83716, -7.34930, -2.41345], [-3.52141, -7.12875, -2.16562], [-2.58671, -7.54224, -2.83374], [-3.42570, -6.36851, -1.04572], [-2.08842, -6.05506, -0.66167], [-6.17424, -8.25426, -3.67318], [-4.71101, -7.64548, -4.47018], [-4.65070, -9.13799, -3.46198], [-1.58800, -5.47519, -1.44397], [-1.52757, -6.96776, -0.43582], [-2.13124, -5.44470, 0.24450], [4.16625, -6.96517, -5.96721], [3.08009, -6.62848, -5.10636], [1.85474, -6.90672, -5.61856], [1.63005, -7.40133, -6.71212], [0.92267, -6.53935, -4.70335], [-0.42386, -6.77566, -5.10966], [5.09639, -6.70020, -5.45717], [4.17911, -8.04104, -6.16966], [4.11059, -6.39496, -6.90001], [-0.59446, -7.84397, -5.27783], [-0.66304, -6.19792, -6.00831], [-1.08339, -6.44505, -4.30267], [1.38651, 8.83912, 6.78069], [0.75021, 9.07555, 5.52634], [0.21889, 7.96689, 4.95204], [0.24709, 6.83669, 5.41341], [-0.34921, 8.33344, 3.77552], [-0.95275, 7.26028, 3.05570], [1.77455, 9.79311, 7.14792], [0.66762, 8.45553, 7.51192], [2.22717, 8.14792, 6.66288], [-1.76515, 6.81358, 3.63806], [-0.20559, 6.50583, 2.78903], [-1.37482, 7.66743, 2.13288], [-10.57752, -7.52622, -4.34587], [-10.74837, -7.88644, -5.71525], [-9.73339, -8.62627, -6.22879], [-8.73340, -8.98672, -5.62789], [-10.02367, -8.89558, -7.52668], [-9.03577, -9.67338, -8.19984], [-11.44669, -6.93740, -4.04033], [-10.52800, -8.41965, -3.71503], [-9.68188, -6.90998, -4.21767], [-8.92463, -10.65265, -7.72303], [-8.07837, -9.14301, -8.22564], [-9.37095, -9.82817, -9.22902], [0.44257, 11.93072, 5.70014], [0.67794, 13.29837, 5.37104], [1.40635, 13.97711, 6.29298], [1.85194, 13.51917, 7.33352], [1.55312, 15.25362, 5.85673], [2.30473, 16.09068, 6.73336], [-0.14817, 11.48612, 4.89461], [1.38793, 11.38376, 5.77597], [-0.12850, 11.85034, 6.63062], [3.32454, 15.70998, 6.85049], [1.80814, 16.17655, 7.70527], [2.35889, 17.08676, 6.28571]],
  "forces_ev_per_a": [[0.38, -0.29, -0.06], [-0.62, -3.21, 3.50], [0.87, 4.49, -6.52], [-2.57, 1.48, 2.11], [0.27, -1.86, 0.36], [-0.42, 0.31, -0.14], [0.46, 0.29, 0.65], [-0.26, -0.08, 0.24], [-0.91, 0.89, 1.47], [-0.13, 0.61, -0.01], [1.11, 0.21, -0.12], [0.71, 0.90, -1.68], [-1.75, -4.04, 6.45], [0.14, 5.11, -1.51], [0.10, -0.36, -5.51], [1.80, -1.32, 0.62], [2.86, -2.28, -0.71], [-2.77, 1.40, -1.05], [4.10, 1.13, -0.65], [-1.12, 0.16, 0.73], [1.06, -0.91, 2.23], [-1.85, -1.26, -0.61], [1.56, -0.59, -2.22], [-0.03, -0.85, 0.93], [0.68, 0.89, 2.18], [2.10, 0.45, -1.28], [-2.24, -1.36, -0.50], [0.46, 0.97, -2.20], [2.01, 0.07, 1.67], [-0.49, 2.02, -1.39], [-1.28, 1.65, 0.77], [-0.96, -1.85, -0.95], [-0.27, -0.09, -0.11], [-2.33, -1.10, -0.20], [0.87, -0.59, -1.97], [-1.92, -1.19, 1.31], [0.16, 1.97, 1.69], [0.95, -0.54, 2.30], [-1.25, -2.07, -1.19], [1.66, 1.06, -0.57], [0.24, 0.08, -0.39], [-0.52, 0.20, 2.09], [-0.50, -0.10, -0.06], [0.49, 0.52, 0.85], [-0.16, 0.10, 0.24], [0.97, -0.53, -1.22], [-1.13, -0.22, -0.13], [0.25, 0.26, 0.42], [0.34, 0.12, 0.14], [0.04, 0.24, -0.06], [0.10, -0.17, 0.17], [-0.11, 0.19, -0.15], [-0.05, -0.25, 0.08], [-0.27, -0.16, -0.23], [-0.19, -0.31, -0.43], [1.03, 0.27, 0.32], [0.15, 0.12, 0.21], [-1.23, 0.51, 0.80], [-0.57, -0.92, -1.02], [0.40, 0.11, -0.11], [0.19, 0.17, 0.24], [0.07, -0.17, 0.18], [0.06, 0.24, -0.09], [-0.49, -0.58, 0.43], [-0.05, 0.11, -0.18], [-0.27, -0.09, -0.22], [0.40, -0.12, -0.29], [-0.97, -0.12, -0.21], [-0.17, -0.21, -0.42], [0.36, 0.74, 1.61], [1.04, -0.15, -0.60], [-0.70, -0.02, -0.12], [-0.36, 0.04, 0.13], [-0.10, 0.23, -0.10], [-0.09, -0.23, 0.10], [0.05, 0.25, -0.07], [0.15, -0.23, 0.02], [0.39, -0.12, -0.03], [0.29, -0.12, 0.57], [-0.50, -0.89, -0.62], [-0.01, -0.55, 0.18], [-0.03, 1.67, -0.70], [0.52, -0.05, 0.96], [-0.27, -0.40, -0.29], [-0.18, -0.10, -0.28], [0.17, -0.08, -0.19], [-0.27, 0.00, 0.04], [0.27, -0.03, -0.04], [-0.16, 0.06, 0.20], [0.19, 0.19, 0.28], [0.03, 0.14, 0.52], [0.73, -0.61, -0.60], [0.30, -0.10, 0.19], [-1.38, 0.52, -0.84], [0.06, 0.32, 1.06], [0.36, -0.30, -0.28], [0.08, -0.16, -0.35], [0.16, 0.17, -0.14], [-0.07, -0.25, 0.00], [0.10, 0.25, 0.01], [-0.14, -0.17, 0.15], [-0.18, 0.20, 0.29], [-0.09, -0.47, -0.01], [0.60, 0.83, 0.70], [0.08, -0.23, 0.27], [-0.61, 0.64, -1.45], [-0.20, -1.01, 0.19], [0.27, 0.32, 0.30], [0.20, 0.35, 0.06], [-0.25, 0.29, 0.04], [0.23, 0.01, -0.05], [-0.24, -0.02, 0.11], [0.18, -0.15, -0.13], [-0.18, -0.32, -0.14]],
  "lowdin_charge": [-0.041, -0.312, -0.087, -0.008, -0.203, -0.170, -0.239, -0.276, 0.503, -0.258, -0.250, -0.227, 0.806, -0.369, -0.397, -0.243, -0.419, 0.186, -0.298, 0.339, 0.086, 0.089, 0.103, 0.082, 0.090, 0.138, 0.113, 0.111, 0.092, 0.110, 0.080, 0.082, -0.023, 0.102, 0.051, 0.129, 0.115, 0.129, 0.137, 0.115, 0.010, 0.073, -0.051, -0.008, -0.559, 0.097, -0.008, -0.052, 0.095, 0.095, 0.098, 0.098, 0.099, 0.095, -0.047, -0.009, -0.549, 0.092, -0.004, -0.056, 0.091, 0.098, 0.099, 0.057, 0.105, 0.101, -0.052, -0.026, -0.560, 0.110, -0.020, -0.047, 0.093, 0.099, 0.098, 0.105, 0.100, 0.070, -0.042, -0.043, -0.550, 0.107, -0.010, -0.049, 0.087, 0.105, 0.103, 0.101, 0.096, 0.095, -0.051, -0.010, -0.559, 0.101, -0.009, -0.052, 0.095, 0.099, 0.097, 0.099, 0.098, 0.094, -0.056, -0.002, -0.558, 0.105, -0.011, -0.054, 0.098, 0.079, 0.107, 0.098, 0.098, 0.094],
  "gap_ev": 9.187,
  "relative_energy_kj_mol": 449.6
}

***

[2]
{
  "formula": "C27H58N4O4Si2Ti",
  "method": "ωB97M-V/def2-TZVPD",
  "species": ["Ti", "C", "C", "C", "C", "C", "C", "N", "C", "C", "N", "C", "C", "O", "O", "C", "C", "C", "C", "C", "C", "N", "C", "C", "N", "C", "C", "O", "O", "H", "H", "H", "H", "H", "H", "H", "H", "H", "H", "H", "H", "H", "H", "H", "H", "H", "H", "H", "H", "H", "H", "H", "H", "H", "H", "H", "H", "H", "H", "H", "H", "H", "H", "H", "H", "H", "H", "H", "C", "Si", "C", "C", "C", "Si", "C", "C", "C", "H", "H", "H", "H", "H", "H", "H", "H", "H", "H", "H", "H", "H", "H", "H", "H", "H", "H", "H"],
  "positions_angstrom": [[-0.94898, 0.44319, 0.07805], [1.22079, -4.59903, -1.53291], [1.04649, -3.85074, -0.21316], [2.39330, -3.50173, 0.45562], [3.30912, -2.41573, -0.12486], [3.73017, -2.64692, -1.57200], [4.53567, -2.27883, 0.77119], [2.52572, -1.11316, -0.01137], [3.04875, 0.09213, -0.73008], [2.90799, 1.31123, 0.15537], [1.52292, 1.76348, 0.43725], [1.24819, 2.81731, -0.55878], [-0.20876, 3.21164, -0.72610], [-0.54412, 4.30248, -1.09717], [-1.05648, 2.23511, -0.48253], [1.49364, 2.26813, 1.84112], [0.38976, 3.27717, 2.11684], [1.53840, 1.11031, 2.85146], [0.36104, 0.18258, 3.23848], [0.97782, -0.82966, 4.21465], [-0.74431, 0.91704, 3.99744], [-0.31025, -0.51277, 2.04166], [-0.37297, -2.00531, 2.11878], [-0.85061, -2.67395, 0.83879], [0.10479, -2.69221, -0.27203], [-0.48665, -2.35683, -1.58679], [0.31868, -1.20111, -2.16156], [1.12522, -1.32793, -3.05922], [0.19737, -0.11399, -1.44844], [1.99305, -5.35894, -1.41105], [1.50748, -3.95626, -2.36391], [0.30135, -5.11552, -1.80742], [0.59362, -4.57270, 0.47620], [2.98470, -4.41918, 0.49855], [2.20945, -3.23652, 1.50268], [4.00858, -3.69362, -1.69226], [4.60752, -2.05006, -1.82409], [2.94000, -2.41245, -2.28308], [5.13048, -3.19018, 0.71306], [4.25532, -2.13046, 1.81868], [5.17572, -1.45268, 0.45576], [2.46801, -0.89311, 0.98414], [1.54495, -1.31059, -0.27346], [2.51892, 0.16732, -1.67512], [4.10620, -0.07052, -0.92702], [3.47788, 2.12892, -0.29701], [3.42240, 1.09594, 1.09316], [1.54780, 2.42986, -1.53540], [1.83825, 3.71951, -0.37013], [2.43757, 2.81049, 2.00703], [-0.60518, 2.90628, 1.88660], [0.53765, 4.19719, 1.55221], [0.40945, 3.54394, 3.17406], [1.84575, 1.56111, 3.79910], [2.38092, 0.45763, 2.59513], [1.39952, -0.27722, 5.05384], [1.79440, -1.40348, 3.77074], [0.23983, -1.52013, 4.62060], [-0.32975, 1.47466, 4.83732], [-1.46586, 0.19981, 4.39747], [-1.27760, 1.62305, 3.36514], [-1.29104, -0.23498, 2.17926], [-1.05301, -2.30132, 2.92050], [0.60693, -2.38285, 2.38682], [-1.76722, -2.18273, 0.51949], [-1.14105, -3.69624, 1.11293], [-1.50194, -2.00400, -1.43374], [-0.52458, -3.19242, -2.27823], [-3.19626, 2.91311, 1.59021], [-4.07187, 1.63669, 0.50119], [-4.53316, 2.56958, -1.05763], [-5.61309, 1.28248, 1.52859], [-3.07895, 0.06646, -0.02741], [-4.32296, -1.34308, -0.27762], [-5.01218, -1.98192, 1.35843], [-5.71348, -0.76880, -1.40314], [-3.76678, -2.96104, -1.10726], [-3.98299, 3.62155, 1.86968], [-2.42391, 3.48238, 1.07400], [-2.80904, 2.52272, 2.53579], [-5.11077, 3.46035, -0.79433], [-5.12435, 1.98621, -1.76555], [-3.62641, 2.90990, -1.56601], [-5.93062, 2.24495, 1.94005], [-5.43477, 0.61177, 2.36989], [-6.45196, 0.88839, 0.95248], [-2.89944, 0.36623, -1.09207], [-5.85335, -1.41399, 1.74844], [-4.24752, -2.02154, 2.14164], [-5.36122, -3.00688, 1.20011], [-6.29594, 0.05251, -0.98216], [-6.40288, -1.59795, -1.58424], [-5.32909, -0.43998, -2.37267], [-3.15314, -3.60779, -0.47765], [-3.32307, -2.90602, -2.10158], [-4.71982, -3.48719, -1.23544]],
  "forces_ev_per_a": [[0.03, 0.44, -0.78], [-0.02, 0.02, -0.05], [-0.02, -0.01, 0.00], [0.01, 0.02, 0.02], [0.02, 0.00, 0.00], [0.01, 0.00, -0.01], [0.02, 0.00, 0.00], [0.07, -0.02, 0.01], [0.01, -0.01, 0.03], [-0.02, -0.01, 0.03], [0.06, -0.10, -0.02], [-0.01, 0.05, -0.02], [-0.02, 0.05, -0.01], [0.15, 0.06, 0.03], [-0.14, -0.47, 0.09], [-0.05, 0.02, 0.01], [-0.02, 0.01, 0.05], [0.03, -0.05, 0.01], [0.11, 0.00, -0.03], [-0.02, -0.01, 0.01], [0.02, 0.06, -0.02], [-0.49, 0.24, 0.05], [0.15, 0.01, -0.03], [0.00, -0.13, 0.01], [0.02, 0.06, -0.01], [0.09, -0.05, -0.03], [0.13, -0.23, 0.17], [-0.09, 0.00, -0.12], [-0.23, 0.17, 0.25], [-0.01, 0.00, 0.02], [-0.01, -0.01, 0.03], [0.01, 0.01, 0.00], [0.01, -0.02, 0.02], [-0.01, -0.01, -0.02], [-0.01, -0.01, -0.01], [0.01, 0.02, 0.00], [-0.04, 0.01, 0.00], [0.02, -0.01, 0.01], [-0.01, 0.02, 0.00], [0.01, 0.00, -0.02], [-0.02, -0.02, 0.01], [0.01, 0.02, 0.04], [-0.08, 0.01, -0.03], [-0.01, 0.01, -0.02], [0.00, 0.01, 0.00], [0.01, 0.00, -0.02], [0.00, 0.00, 0.02], [-0.01, -0.03, -0.02], [0.01, 0.02, 0.02], [0.01, 0.02, 0.01], [0.05, -0.01, 0.00], [0.00, -0.02, 0.01], [0.01, 0.00, 0.00], [0.01, 0.01, 0.00], [-0.03, -0.01, -0.01], [-0.02, 0.01, 0.00], [-0.01, 0.01, 0.02], [0.02, 0.00, -0.01], [0.00, -0.01, -0.01], [0.01, 0.00, -0.01], [0.01, -0.03, 0.02], [-0.11, -0.27, 0.20], [-0.01, -0.02, 0.02], [0.06, 0.01, -0.02], [-0.06, 0.07, -0.06], [-0.03, -0.02, 0.00], [-0.09, 0.00, 0.02], [0.01, -0.01, 0.00], [-0.06, -0.02, 0.03], [0.04, 0.11, -0.01], [0.01, 0.04, 0.03], [-0.04, -0.01, -0.08], [0.29, 0.12, 0.01], [-0.05, -0.04, 0.11], [0.09, -0.13, -0.03], [-0.07, 0.04, 0.07], [-0.09, 0.03, 0.01], [0.04, 0.00, -0.01], [-0.07, -0.07, 0.01], [-0.03, 0.00, -0.06], [0.01, -0.02, -0.02], [0.03, -0.01, 0.06], [-0.02, -0.01, 0.03], [-0.02, -0.04, -0.02], [0.04, 0.05, 0.02], [0.06, -0.04, 0.07], [0.09, -0.06, 0.01], [0.01, 0.06, -0.04], [0.00, 0.02, -0.02], [0.01, 0.04, 0.04], [0.05, -0.05, -0.08], [0.03, 0.01, 0.00], [0.00, -0.03, 0.03], [0.07, 0.01, -0.03], [0.02, 0.12, 0.00], [0.05, -0.01, 0.01]],
  "lowdin_charge": [1.048, -0.035, -0.295, -0.084, -0.477, -0.003, -0.012, 0.120, -0.085, -0.155, -0.116, -0.090, -0.593, 0.133, -0.183, -0.321, -0.017, -0.097, -0.492, -0.045, -0.017, -0.038, -0.158, -0.171, -0.106, -0.076, -0.576, 0.089, -0.166, 0.095, 0.073, 0.094, 0.140, 0.138, 0.106, 0.106, 0.096, 0.070, 0.107, 0.092, 0.092, 0.136, 0.113, 0.120, 0.127, 0.140, 0.117, 0.144, 0.145, 0.150, 0.039, 0.100, 0.105, 0.136, 0.094, 0.103, 0.080, 0.094, 0.108, 0.105, 0.047, 0.078, 0.135, 0.088, 0.060, 0.136, 0.079, 0.122, -0.172, 0.438, -0.158, -0.184, -0.434, 0.418, -0.175, -0.178, -0.190, 0.044, 0.020, 0.013, 0.045, 0.023, 0.037, 0.036, 0.025, 0.026, 0.008, 0.017, 0.026, 0.035, 0.013, 0.040, 0.043, 0.022, 0.032, 0.040],
  "s2": 0.754,
  "gap_ev": [8.521, 9.036],
  "multiplicity": 2,
  "relative_energy_kj_mol": 17.9,
  "total_charge": 1
}